{
  "formula": "C6H16B2CsF8NO2",
  "method": "ωB97M-V with the def2-TZVPD basis set",
  "symbols": ["Cs", "C", "O", "C", "C", "N", "H", "H", "C", "C", "O", "C", "H", "H", "H", "H", "H", "H", "H", "H", "H", "H", "H", "H", "H", "H", "B", "F", "F", "F", "F", "B", "F", "F", "F", "F"],
  "xyz": [[20.5969, 24.8750, 9.1891], [25.9275, 21.3233, 10.4334], [26.0496, 22.7255, 10.2389], [26.3695, 23.1522, 8.8933], [26.4047, 24.6514, 8.9161], [25.0234, 25.1545, 9.5068], [24.3248, 25.0835, 8.7809], [24.7329, 24.4254, 10.1424], [25.0651, 26.5385, 10.2746], [23.6560, 27.0884, 10.4565], [22.7777, 26.2871, 11.3129], [21.6241, 27.0481, 11.8577], [25.0283, 20.8628, 10.0240], [26.0088, 21.1046, 11.4981], [26.7681, 20.7907, 9.9888], [25.6203, 22.7851, 8.1918], [27.3494, 22.7383, 8.6551], [26.4760, 25.1319, 7.9402], [27.2563, 24.9672, 9.5187], [25.6269, 27.2417, 9.6598], [25.6369, 26.4268, 11.1958], [23.0320, 27.2589, 9.5792], [23.8659, 28.0324, 10.9595], [20.8589, 27.1491, 11.0880], [21.9742, 27.9473, 12.3647], [21.1892, 26.4197, 12.6349], [19.1514, 27.9320, 8.9539], [18.2689, 27.8048, 7.9685], [18.7102, 27.1718, 10.0096], [20.4357, 27.5978, 8.6086], [19.0961, 29.2792, 9.3009], [18.7597, 22.0281, 8.7800], [17.6098, 22.7405, 9.0456], [19.5483, 22.4155, 9.8888], [18.6362, 20.6387, 8.8026], [19.3991, 22.5144, 7.6206]],
  "forces_ev_per_a": [[-0.5, -0.4, -0.1], [0.7, -0.7, 0.0], [-0.3, 0.7, -0.6], [-0.3, -1.1, 1.0], [-1.1, 0.7, 0.3], [2.3, 0.5, 0.7], [-0.2, 0.7, -0.5], [0.1, -0.4, 0.9], [-1.1, -1.1, -1.4], [-1.3, -0.3, 1.7], [0.9, 0.5, -0.1], [0.8, -1.2, -0.1], [-0.3, 0.4, 0.0], [-0.3, 0.4, 0.0], [0.2, 0.1, -0.2], [0.0, -0.2, -0.2], [0.1, 0.1, -0.4], [0.1, -0.3, 0.0], [-0.5, 0.4, 0.4], [-0.1, -0.2, -0.3], [-0.4, -0.5, 0.0], [0.7, 0.3, -0.6], [-0.3, 0.4, -0.1], [0.2, 0.8, 0.0], [-0.1, 0.2, -0.5], [0.2, -0.2, -0.1], [-1.5, 2.5, 0.8], [-1.2, -1.1, -2.7], [0.3, -1.5, 1.6], [2.1, -0.6, -0.5], [0.8, 0.9, 0.8], [-0.2, -0.3, 0.8], [-1.2, -0.1, -0.8], [1.7, -0.1, 0.9], [-0.1, 0.5, -0.5], [0.2, -0.1, -0.3]],
  "total_charge": 0,
  "total_energy_ev": -35717.7726,
  "fmax_ha_per_bohr": 0.0615,
  "lumo_ev": -1.5
}